Molecular formula: C37H56Br36NO3
Method: DFT, the ωB97M-V functional and the def2-TZVPD basis

Structure (XYZ):
```
133
Properties=species:S:1:pos:R:3:forces:R:3:mulliken_charge:R:1
C 6.438990 -0.375037 1.483497 -0.07 -0.56 0.39 -0.377
C 4.979230 -0.920366 1.732142 0.21 0.14 1.03 -0.574
C 3.913827 0.205629 1.943824 0.00 0.25 -0.20 -0.670
C 3.909114 1.304738 0.818861 -0.63 0.08 0.25 -0.320
C 2.430990 1.710153 0.434118 0.43 -0.71 -1.03 -1.055
C 2.392683 2.949265 -0.524000 0.15 0.60 -0.49 -0.421
C 2.303358 2.598190 -2.056786 0.01 0.64 -0.17 0.621
C 3.549728 1.814256 -2.591128 -1.33 0.07 -0.10 -1.249
O 4.755439 2.574944 -2.501129 -0.21 -1.27 -0.48 -0.295
C 5.730788 2.027183 -3.395552 1.83 1.10 0.90 -0.700
O 5.794102 0.602408 -3.372310 -2.97 3.51 -2.87 -0.134
C 5.602509 0.029057 -4.705138 -2.05 -1.66 -0.61 -0.873
C 4.644882 -1.235655 -4.519317 -0.46 1.05 0.07 -0.251
O 3.424197 -1.000683 -5.252602 0.17 -0.27 0.07 -0.562
C 2.037431 3.946342 -2.883840 0.86 -0.42 -0.25 -0.740
C 2.245367 5.246941 -2.048881 1.36 -0.82 -0.58 -0.957
N 1.405431 5.303381 -0.793833 0.25 0.57 -0.13 0.497
C 0.165369 6.141063 -0.918952 -1.27 1.41 -0.37 0.198
C -0.537459 6.127453 -2.314344 0.05 0.64 -0.41 0.159
C -1.969630 6.805139 -2.310386 0.19 -0.69 -0.59 -1.296
C 1.215920 3.955773 -0.170340 0.22 -2.12 1.19 -0.959
C -0.174793 3.278951 -0.398420 -0.44 -0.09 0.82 -0.987
C -1.097846 3.367162 0.900766 0.30 -1.67 -0.58 0.049
C -2.046743 2.117337 0.827012 -0.42 1.00 -0.27 0.283
C -3.006243 2.112788 -0.261026 0.12 -2.19 1.86 -0.460
C -3.871374 0.956064 -0.384644 1.73 0.95 1.11 -0.468
C -3.732915 -0.121116 0.552417 0.39 0.27 1.21 -0.105
C -2.759346 -0.085653 1.676249 -0.07 1.30 -1.26 -0.031
C -1.899599 1.075805 1.802386 -1.80 -0.68 -1.80 -0.352
H 7.064691 -0.516768 2.401943 -0.57 0.21 -0.67 0.378
H 6.924910 -1.003448 0.703131 -0.35 1.07 0.54 -0.387
H 6.464888 0.711325 1.245144 -0.01 -0.80 -0.12 0.274
H 4.665725 -1.669993 0.963857 0.19 0.85 0.33 0.294
H 5.021327 -1.494387 2.694409 -0.17 0.29 -0.82 0.410
H 2.887297 -0.234360 2.029541 0.79 0.19 -0.13 0.364
H 4.089391 0.742908 2.912925 -0.02 -0.60 -0.69 0.208
H 4.456929 2.210936 1.174088 -0.33 -0.60 -0.28 0.398
H 4.439921 0.944012 -0.096208 -0.38 0.27 0.69 -0.122
H 1.773200 1.810037 1.325780 0.53 0.15 -0.47 0.308
H 2.036397 0.839116 -0.158340 0.05 0.62 0.66 0.389
H 3.379455 3.474220 -0.393342 -0.85 -0.25 0.00 0.842
H 1.422985 1.942121 -2.282972 0.73 0.34 0.53 0.500
H 3.592893 0.845488 -2.029564 0.26 0.74 -0.48 0.374
H 3.360507 1.577765 -3.669673 0.01 0.07 0.68 0.459
H 5.641883 2.461142 -4.420278 -0.44 -0.64 0.54 0.436
H 6.716188 2.387794 -2.999353 -0.82 -0.18 -0.19 0.153
H 5.071406 0.703043 -5.409718 0.49 -0.19 0.60 0.508
H 6.544379 -0.382213 -5.129459 -0.61 1.19 -0.03 0.576
H 5.103715 -2.169233 -4.907606 -0.27 0.62 0.33 0.408
H 4.378818 -1.319924 -3.435503 0.60 -0.20 -0.82 0.192
H 2.732193 -0.728315 -4.639051 0.14 -0.14 -0.11 0.302
H 2.834416 3.964932 -3.673557 -0.71 0.26 0.57 0.553
H 1.072834 3.881584 -3.427049 0.48 0.26 0.53 0.193
H 3.300453 5.200817 -1.675099 -0.86 0.05 -0.34 0.538
H 2.191199 6.189065 -2.633530 -0.43 -0.66 0.48 0.477
H 2.003548 5.820840 -0.138968 -0.29 -0.16 -0.07 0.506
H -0.574519 5.957890 -0.100545 0.92 -0.40 -0.56 0.255
H 0.499266 7.196387 -0.754157 -0.21 -0.86 -0.12 -0.552
H -0.635205 5.130536 -2.787922 0.24 0.48 0.58 0.012
H 0.093393 6.743762 -3.003530 -0.41 -0.67 0.47 0.435
H -2.314897 7.115660 -1.301871 0.26 -0.02 -0.71 0.329
H -1.973784 7.643732 -3.045620 -0.07 -0.40 0.93 0.327
H -2.694582 6.061559 -2.727668 0.44 0.64 0.58 0.325
H 1.315213 4.107773 0.937890 -0.20 0.17 -0.94 0.394
H -0.024332 2.181177 -0.551616 0.11 0.95 0.04 0.630
H -0.755521 3.626494 -1.277361 0.60 -0.06 0.43 0.129
H -1.664215 4.319191 0.971061 0.39 -0.55 0.05 0.293
H -0.431553 3.210935 1.787806 -0.62 0.49 -0.60 -0.024
H -3.054521 2.972014 -0.954759 -0.06 -0.65 0.47 0.405
H -4.578268 0.940826 -1.230659 0.30 -0.34 0.69 0.349
H -4.400309 -1.023641 0.402398 0.93 1.38 0.51 -0.254
H -2.592325 -0.909823 2.444431 -0.67 1.04 -1.38 0.042
H -1.137296 1.175463 2.613452 -1.32 -0.47 -1.97 0.046
C -6.539456 -3.626696 -0.321016 -0.13 0.06 0.19 -0.305
Br -5.714509 -5.074869 -1.300208 -0.04 0.19 0.13 -0.036
Br -5.631664 -3.285430 1.353747 -0.37 -0.12 -0.64 0.189
Br -6.691641 -2.023776 -1.393228 0.08 -0.16 0.08 -0.034
H -7.548491 -3.942431 -0.078005 0.09 0.00 -0.04 0.302
C -2.835764 -5.497980 3.343154 -0.06 -0.18 0.07 -0.389
Br -1.730523 -6.501760 2.116970 -0.16 0.18 0.09 -0.012
Br -2.840853 -3.608889 2.917587 0.41 -0.24 0.28 0.035
Br -4.627546 -6.215082 3.450563 0.26 0.09 -0.02 0.065
H -2.393306 -5.600194 4.326613 -0.03 0.05 -0.11 0.341
C -8.980778 -5.581974 3.682297 -0.04 -0.03 -0.01 -0.378
Br -8.151351 -7.025872 2.699321 -0.06 0.20 0.11 -0.058
Br -8.078490 -5.245919 5.358110 -0.01 -0.02 -0.22 0.053
Br -9.132201 -3.978112 2.615912 0.04 -0.19 0.11 0.039
H -9.988753 -5.899530 3.921816 0.10 0.03 -0.03 0.359
C 1.273082 2.404527 5.177633 -0.07 -0.05 0.34 -0.416
Br 2.361858 3.378885 3.907594 -0.12 -0.04 0.09 -0.021
Br 0.837215 3.478169 6.721320 0.06 -0.11 -0.27 -0.019
Br -0.311952 1.669356 4.340528 1.00 0.60 1.34 0.123
H 1.866164 1.567821 5.528215 -0.02 0.09 -0.08 0.432
C 1.228742 9.464148 1.617514 -0.05 -0.03 0.07 -0.335
Br -0.523239 8.764815 2.038373 0.22 0.03 -0.08 0.000
Br 2.636942 8.356026 2.343762 -0.19 0.03 -0.15 0.001
Br 1.450313 9.740679 -0.283015 0.02 0.02 0.15 -0.023
H 1.307841 10.435107 2.092660 0.01 -0.09 -0.06 0.365
C -8.004795 -7.180553 8.734971 -0.06 -0.03 0.00 -0.183
Br -8.245809 -6.683017 10.586884 0.06 -0.08 -0.21 -0.016
Br -6.145081 -7.112854 8.209001 -0.19 -0.01 0.07 -0.004
Br -8.796934 -8.897685 8.341935 0.10 0.17 0.05 0.062
H -8.530455 -6.444963 8.137672 0.06 -0.08 0.05 0.129
C 8.457597 -2.133841 -2.165791 0.21 -0.37 -0.68 -0.522
Br 7.600984 -2.957700 -0.640873 0.13 -0.21 -0.39 -0.082
Br 7.250199 -0.922859 -3.106625 4.20 -3.14 3.51 0.310
Br 10.106586 -1.251483 -1.682035 -0.25 -0.10 0.02 -0.035
H 8.716377 -2.934920 -2.850338 0.10 -0.02 0.25 0.421
C -2.313738 -3.416732 -2.312520 0.17 -0.10 0.07 -0.072
Br -0.566366 -4.222590 -2.471884 -0.18 0.07 0.17 -0.028
Br -2.346520 -2.000461 -0.995566 0.24 -0.61 -0.65 0.190
Br -2.977137 -2.814509 -4.026807 0.08 -0.03 0.17 -0.040
H -2.990473 -4.188357 -1.963462 0.03 0.10 -0.04 0.031
C 12.748904 1.361342 -4.069628 0.03 0.02 -0.02 -0.326
Br 13.227947 0.904145 -2.253662 -0.08 0.09 -0.19 -0.041
Br 10.831736 1.414854 -4.311796 0.19 0.05 0.00 0.017
Br 13.589923 3.003874 -4.642089 -0.12 -0.19 0.11 -0.032
H 13.127402 0.571303 -4.706867 -0.05 0.07 0.07 0.361
C -10.602165 -12.585405 6.334846 0.01 -0.03 -0.01 -0.334
Br -11.401216 -10.953165 5.675625 0.13 -0.16 0.09 -0.005
Br -8.930088 -12.974963 5.447908 -0.19 0.09 0.12 0.001
Br -10.404068 -12.559001 8.257010 0.01 0.06 -0.22 -0.021
H -11.284382 -13.392353 6.096413 0.06 0.09 0.02 0.346
C 2.155284 -4.322724 -6.399068 0.00 0.05 -0.12 -0.034
Br 2.242071 -5.086297 -8.172226 -0.02 0.04 0.23 -0.017
Br 0.353384 -3.835496 -5.913067 0.21 -0.05 -0.17 -0.001
Br 2.966739 -5.478139 -5.077244 -0.11 0.12 -0.12 -0.050
H 2.732813 -3.408029 -6.418906 -0.02 0.00 0.04 0.085
C -12.863561 -2.067513 1.134695 -0.04 -0.06 0.01 -0.334
Br -11.214398 -1.339107 0.432050 -0.12 -0.12 0.08 -0.021
Br -13.591745 -3.436161 -0.018107 0.14 0.15 0.15 -0.001
Br -12.649222 -2.697496 2.948172 -0.11 0.10 -0.19 -0.023
H -13.582957 -1.258110 1.161649 0.09 -0.07 -0.01 0.350
```
Forces are in eV/Å.

Energy above the lowest of the compared OMol25 structures with the same formula, charge and spin ... 0.000 eV
Charge ... +1
Frontier orbital gap ... 8.1 eV
HOMO ... -10.7 eV
Electronic energy ... -94387.860198 a.u.